1.
The following is a quantum chemistry calculation of C14H34BN3NdP2Se as an isolated structure, from the Open Molecules 2025 dataset.

The value obtained for the largest force on an atom is 0.0449 hartree/bohr. The calculation puts the total energy at -4387.86734 hartree. For the HOMO-LUMO gap (spin up / spin down), the calculation gives 0.2184 / 0.2911 Eh. Its spin multiplicity is 5. The value obtained for the molar mass is 540.407 g mol⁻¹. Its expectation value of S² is 6.006. As for the total charge: +2.

```
56
Properties=species:S:1:pos:R:3:lowdin_spin:R:1
Nd -0.05090 -0.02997 -0.49071 3.946
H 0.12964 0.12146 -2.73974 0.002
H -2.29530 -0.27664 -1.64721 0.003
P 0.46868 -2.72184 -1.40730 -0.004
P 0.76335 3.04120 -1.99895 0.008
C 2.48571 3.25314 -1.51571 0.001
H 2.73984 4.32140 -1.40195 0.000
H 2.68437 2.70399 -0.57775 0.000
H 3.12262 2.80485 -2.29251 0.000
C 0.19470 4.29433 -3.15908 0.002
H -0.79010 4.67435 -2.86356 0.000
H 0.91656 5.11672 -3.24513 0.000
H 0.07492 3.81206 -4.13680 0.000
C -0.25117 3.08258 -0.49179 0.007
H 0.25422 2.64243 0.39566 0.001
H -0.42406 4.14722 -0.24879 0.000
H -1.25711 2.62855 -0.59548 0.002
C 1.12056 -3.35727 -2.99727 -0.002
H 1.07102 -4.45552 -3.01094 0.000
H 0.54833 -2.96847 -3.84675 0.000
H 2.16535 -3.03927 -3.11747 0.000
C 1.60639 -3.56062 -0.24056 0.001
H 1.59635 -3.05097 0.72880 0.000
H 1.30542 -4.60895 -0.13412 0.000
H 2.62436 -3.50654 -0.64291 0.000
C -1.04956 -3.74423 -1.24333 0.001
H -1.62311 -3.75307 -2.17826 0.000
H -0.73751 -4.76923 -1.01045 0.000
H -1.69795 -3.37569 -0.43746 0.001
H -2.52605 -1.57743 -2.75175 0.000
H -3.05132 -0.09324 -3.16637 0.000
H -1.03959 0.64210 -4.22172 0.000
H -0.50391 -1.30635 -4.03180 0.000
B -0.88393 -0.29399 -3.48243 0.000
N -2.27482 -0.58179 -2.70714 0.008
H 0.69902 1.87432 -2.82264 0.003
H 1.39380 -0.45663 0.72923 -0.016
C -1.95419 2.07167 3.00682 0.001
N -1.42224 0.72992 2.93421 0.012
C -1.51580 -0.07112 1.84745 0.008
Se -2.70442 0.29124 0.38511 0.000
N -0.70819 -1.16640 2.12539 0.008
C -0.10478 -1.01774 3.39125 0.001
C 0.97445 -1.68254 3.95102 -0.001
C 1.50689 -1.13335 5.13353 0.002
C 1.00930 0.07240 5.66793 0.001
C -0.02577 0.77455 5.03963 0.001
C -0.58166 0.17142 3.90463 0.000
H -1.22297 2.82092 2.67986 0.001
H -2.23425 2.27224 4.04062 0.000
H -2.83826 2.13902 2.36756 0.000
H -0.41935 -1.89736 1.45484 0.002
H 1.36862 -2.58629 3.47407 0.000
H 2.32109 -1.63401 5.65451 0.000
H 1.45378 0.47287 6.58084 0.000
H -0.41110 1.73958 5.36291 0.000
```

2.
The following is a quantum chemistry calculation of C28H30CaN2O2PS2Si as an isolated structure, from the Open Molecules 2025 dataset.

The value obtained for the largest force on an atom is 0.0387 hartree/bohr. The calculation puts the total energy at -3450.16585 hartree. For the HOMO-LUMO gap, the calculation gives 0.2816 Eh. The value obtained for the relative energy (zero: lowest compared OMol25 entry of this formula, charge and spin) is 95.5 kJ/mol. The value obtained for the molar mass is 589.832 g mol⁻¹. As for the total charge: -1.

```
67
Properties=species:S:1:pos:R:3:nbo_charge:R:1
Ca 0.37708 0.22172 0.04538 1.754
C 1.42037 0.49515 3.67650 -0.654
C 0.44501 -0.58633 3.29597 0.285
C 0.10146 -1.60126 4.17072 -0.354
C -0.83999 -2.54395 3.74370 -0.140
C -1.36694 -2.48299 2.47980 -0.331
C -0.92560 -1.46468 1.58966 0.418
N -0.06735 -0.51717 2.06468 -0.671
N -1.23924 -1.33860 0.30016 -1.228
Si -2.64740 -1.83332 -0.52053 1.796
C -2.71856 -3.68032 -0.96114 -1.123
C -4.21319 -1.44920 0.48738 -1.122
C -2.68907 -0.84874 -2.12868 -1.126
H 1.25373 0.82108 4.70342 0.208
H 1.31234 1.33624 2.99326 0.233
H 2.44070 0.11611 3.59016 0.235
H 0.53950 -1.65151 5.15830 0.203
H -1.15499 -3.33090 4.42031 0.200
H -2.08410 -3.21301 2.12733 0.206
H -2.89474 -4.30062 -0.07854 0.220
H -1.77945 -4.00544 -1.41424 0.236
H -3.52219 -3.88489 -1.67359 0.221
H -4.16712 -1.91812 1.47316 0.226
H -5.12016 -1.80264 -0.00890 0.221
H -4.30699 -0.37106 0.63682 0.231
H -1.87892 -1.16932 -2.78925 0.234
H -2.54075 0.21216 -1.92169 0.253
H -3.63071 -0.96604 -2.67063 0.219
O -0.60967 1.72849 -1.10625 -0.788
C 0.42521 2.40618 -0.87430 0.721
O 1.08461 2.30362 0.18995 -0.779
C 0.92076 3.28640 -1.99494 -0.129
C 2.05869 2.90122 -2.69625 -0.142
C 2.48194 3.64012 -3.79015 -0.212
C 1.77899 4.77118 -4.18055 -0.229
C 0.63607 5.14906 -3.48915 -0.221
C 0.20603 4.40578 -2.40056 -0.200
H 2.59645 2.00708 -2.40352 0.228
H 3.36089 3.32551 -4.33867 0.212
H 2.11558 5.35351 -5.02971 0.202
H 0.07366 6.02090 -3.80051 0.202
H -0.69343 4.68525 -1.86507 0.212
S 3.31805 -0.75484 -2.83976 -0.674
P 3.98396 -0.72782 -0.98813 1.118
S 2.71928 -1.06820 0.52685 -0.767
C 4.92020 0.83508 -0.72176 -0.288
C 6.14624 0.98979 -1.36545 -0.222
C 6.86389 2.16536 -1.22258 -0.225
C 6.35398 3.20021 -0.44794 -0.221
C 5.12322 3.05719 0.17298 -0.205
C 4.40918 1.87234 0.04570 -0.225
C 5.34114 -1.94108 -0.72484 -0.276
C 5.73902 -2.81055 -1.72848 -0.236
C 6.79500 -3.68765 -1.51008 -0.211
C 7.44779 -3.69503 -0.28790 -0.222
C 7.03942 -2.83585 0.72570 -0.223
C 5.98518 -1.96475 0.51036 -0.216
H 6.52890 0.18370 -1.98046 0.221
H 7.82023 2.27903 -1.71897 0.204
H 6.92274 4.11410 -0.32427 0.202
H 4.70929 3.86883 0.75875 0.209
H 3.45420 1.75927 0.53979 0.250
H 5.21262 -2.78663 -2.67546 0.241
H 7.11774 -4.35264 -2.30213 0.203
H 8.27701 -4.37253 -0.12144 0.202
H 7.55341 -2.83968 1.67930 0.205
H 5.63999 -1.30533 1.29740 0.229
```

3.
The following is a quantum chemistry calculation of C48H44Br2LuN12O4S as an isolated structure, from the Open Molecules 2025 dataset.

The value obtained for the largest force on an atom is 0.1417 hartree/bohr. The calculation puts the total energy at -9594.99154 hartree. For the HOMO-LUMO gap (spin up / spin down), the calculation gives 0.1776 / 0.1115 Eh. The value obtained for the molar mass is 1219.802 g mol⁻¹. As for the total charge: +1.

```
112
Properties=species:S:1:pos:R:3:mulliken_charge:R:1
Lu 17.50773 11.78140 12.63729 1.983
C 15.27692 13.91250 15.66270 -1.458
N 16.56074 13.77302 15.00483 0.395
C 17.05183 15.08800 14.66942 -0.786
C 18.10842 15.06216 13.66124 -0.414
N 18.33713 14.20706 12.66078 0.751
C 19.25994 14.84359 11.80352 -0.283
C 19.61159 14.46133 10.51279 0.938
C 20.38852 15.37072 9.78034 -1.242
C 20.79718 16.57210 10.37056 -0.516
C 20.46640 16.97319 11.65137 -1.005
C 19.66696 16.09434 12.35542 0.340
N 18.84161 16.23918 13.49157 -0.063
C 14.26374 14.28541 14.62501 0.198
N 14.27634 13.98956 13.35062 0.131
C 13.03852 14.22088 12.84198 0.247
C 12.51071 13.91964 11.60602 0.256
C 11.22047 14.39347 11.32558 -0.864
C 10.57240 15.21862 12.17286 -0.376
C 11.00399 15.50841 13.48615 -1.152
C 12.22345 14.92156 13.82524 0.042
N 13.05691 14.83653 14.93879 -0.027
H 15.31911 14.76549 16.35963 0.451
H 15.08003 13.07555 16.26303 0.561
H 17.17019 13.22441 15.57146 0.088
H 17.45995 15.66800 15.50236 0.420
H 16.23402 15.69715 14.25319 0.403
H 19.32948 13.43873 10.19959 -0.107
H 20.86882 15.10394 8.83842 0.454
H 21.39903 17.23066 9.74539 0.384
H 20.84789 17.89453 12.12374 0.377
H 18.68160 17.12418 14.00098 0.327
H 13.05834 13.18179 11.02475 0.357
H 10.66718 14.21960 10.42644 0.484
H 9.58640 15.56440 11.86138 0.343
H 10.47149 16.18918 14.14540 0.412
H 12.77062 15.08844 15.88885 0.250
O 17.47145 11.23510 7.71848 -0.675
C 17.18238 12.58399 7.68350 0.034
C 17.76835 13.34187 6.68983 -0.518
C 17.45705 14.67423 6.57179 -0.712
C 16.78505 15.33916 7.59101 -0.859
C 16.30506 14.64543 8.68371 -0.468
C 16.37052 13.24621 8.67013 0.697
C 15.73475 12.49026 9.84006 0.018
O 16.63521 12.04743 10.79455 -0.337
N 14.98938 11.40543 9.16600 0.397
N 14.27274 10.65429 10.09260 -0.252
C 13.31931 9.92050 9.57478 -0.368
C 12.71147 8.73105 10.22287 0.170
Br 13.73326 7.74875 11.41047 0.026
C 11.53315 8.10555 9.81895 -0.772
C 10.18100 8.68150 9.78049 1.132
C 9.15207 7.75340 9.47688 -0.658
C 7.82418 8.17239 9.43215 -0.518
C 7.46327 9.46806 9.72219 -0.396
C 8.44757 10.38503 9.96170 -0.605
C 9.78831 10.02294 9.98978 -0.243
H 17.08835 10.83277 8.50378 0.415
H 18.48006 12.86216 6.05761 0.487
H 17.62426 15.16429 5.63960 0.490
H 16.50899 16.35879 7.41606 0.464
H 15.90785 15.17728 9.49221 0.640
H 15.05625 13.21454 10.30059 -0.598
H 14.40280 11.76493 8.39611 0.391
H 12.75398 10.33980 8.72142 0.330
H 11.57555 7.01398 9.67979 0.382
H 9.38152 6.70143 9.36318 0.321
H 7.07712 7.48626 9.02694 0.358
H 6.41809 9.82806 9.73958 0.361
H 8.24097 11.41380 10.17226 0.445
H 10.50804 10.75779 10.38539 0.458
C 17.83170 5.54045 13.01222 -1.252
C 17.95831 7.08326 13.43544 -0.426
C 18.10016 7.53469 14.83492 -0.262
C 17.51307 8.82041 15.26526 -0.937
C 17.28308 9.70693 14.32889 0.098
Br 15.21905 11.06413 14.09358 -0.527
N 17.85965 9.39472 13.14256 0.233
C 17.76995 8.24293 12.63896 -0.221
H 18.86408 5.17811 12.94612 0.320
H 17.15930 5.31506 12.12775 0.295
H 17.44702 4.94148 13.88778 0.360
H 18.39187 6.76609 15.58373 0.371
H 17.48713 8.89009 16.31085 0.597
H 17.43388 8.40455 11.61311 0.546
N 22.55691 6.91881 16.54146 -0.515
C 22.00706 7.98126 15.88919 1.186
C 20.98874 8.75703 16.48529 -0.976
C 20.49930 9.85939 15.81215 -0.094
C 20.98692 10.16338 14.55528 -0.266
C 21.97920 9.36258 13.91969 -0.749
C 22.47665 8.31269 14.58921 -0.639
S 20.44674 11.58836 13.65421 1.196
O 19.22663 12.01106 14.37864 -0.603
O 21.51011 12.51893 13.47582 -0.760
N 19.69612 11.34384 12.22471 0.391
C 20.29994 10.86286 11.08418 -0.179
N 21.26312 9.93846 11.16982 -0.229
C 21.76015 9.42149 10.08766 -0.278
C 21.30682 9.82517 8.82787 -1.222
C 20.29475 10.80319 8.84325 0.074
N 19.79615 11.31149 9.95884 0.181
H 22.06499 6.46823 17.32622 0.210
H 23.22739 6.34825 16.01763 0.194
H 20.64869 8.45474 17.48480 0.290
H 19.79508 10.47517 16.31197 0.657
H 22.34584 9.69588 12.89993 0.257
H 23.24402 7.67441 14.13516 0.241
H 22.57475 8.69692 10.21046 0.429
H 21.69743 9.34349 7.94003 0.432
H 19.81545 11.13547 7.91051 0.242
```